# 1
Below is 2 unconnected molecules or ions with the total composition C5H11N2O, with properties calculated with ωB97M-V with the def2-TZVPD basis set.

```
! RIJCOSX wB97M-V def2-TZVPD def2/J DEFGRID3
* xyz -2 2
C 1.6738 2.1428 0.2403
O 1.8892 3.0651 -0.7042
C 1.4780 0.6950 -0.2957
C 0.5357 -0.3125 0.3766
C -0.0805 -1.3066 -0.6333
N -3.0742 -1.0088 0.0201
C -2.2422 -2.0586 0.0495
N -0.9362 -2.3333 -0.0126
H 0.7242 2.3450 0.8368
H 2.3595 2.0865 1.1487
H 1.2192 0.8853 -1.3498
H 2.4797 0.2038 -0.3894
H -0.4618 0.4556 0.6341
H 0.7456 -0.7249 1.3662
H -0.6659 -0.6592 -1.3095
H 0.7110 -1.7497 -1.2482
H -2.4992 -0.1650 0.0382
H -0.9877 1.2760 0.6856
H -2.8681 -2.8363 0.5468
*
```

## Properties
Energy relative to the best compared isomer or geometry (same formula, charge and spin)   184.5 kJ/mol
E_tot   -10384.2724 eV
<S²>   0.76

# 2
Below is 2 unconnected molecules or ions with the total composition C6H14NO, with properties calculated with ωB97M-V with the def2-TZVPD basis set.

```
! RIJCOSX wB97M-V def2-TZVPD def2/J DEFGRID3
* xyz 1 1
C -0.4220 3.2262 1.1501
C 0.4544 2.2638 0.9290
O 0.4382 1.1240 1.7705
C 1.3935 2.1914 -0.2359
H -0.5253 4.0325 0.4388
H -1.0877 3.2383 2.0017
H 1.3704 0.8748 1.8876
H 1.3888 3.1116 -0.8198
H 2.4239 2.0143 0.0824
H 1.1084 1.4313 -0.9631
C 0.2056 -3.5981 -1.1922
C -0.7221 -2.5208 -0.7432
C -0.3232 -1.3457 -0.2954
N -1.3060 -0.3165 0.1329
H 1.2431 -3.3017 -1.0501
H 0.0568 -4.5276 -0.6425
H -0.0033 -3.8423 -2.2351
H -1.7935 -2.7129 -0.7802
H 0.7034 -1.0374 -0.1870
H -2.1566 -0.8200 0.3931
H -0.9148 0.1754 0.9717
H -1.5318 0.3393 -0.6134
*
```

## Properties
Energy relative to the best compared isomer or geometry (same formula, charge and spin)   109.4 kJ/mol
E_tot   -9979.1112 eV

# 3
Below is 13 unconnected molecules or ions with the total composition C7H41NO12, with properties calculated with ωB97M-V with the def2-TZVPD basis set.

```
! RIJCOSX wB97M-V def2-TZVPD def2/J DEFGRID3
* xyz 0 1
C -2.0509 1.6570 0.5288
C -1.0800 2.2595 1.5687
C -1.3008 1.5743 2.9233
C -1.2675 3.7779 1.6843
C -1.7011 1.9717 -0.9472
N -0.4165 1.4524 -1.4753
C -0.0188 0.1610 -0.8441
C 0.6797 2.4331 -1.3918
H -3.0470 2.0214 0.6929
H -2.1324 0.5885 0.6250
H -0.0427 2.0270 1.2304
H -0.6884 2.0081 3.6827
H -2.3323 1.6726 3.2549
H -1.0647 0.5500 2.9077
H -2.2384 4.0278 1.9879
H -1.0830 4.2381 0.7061
H -0.5317 4.1710 2.4383
H -1.7366 3.0684 -1.0765
H -2.4770 1.5521 -1.6113
H 0.8326 -0.3353 -1.3915
H 0.3038 0.3437 0.1912
H -0.8542 -0.5473 -0.9028
H 1.6426 1.9830 -1.8164
H 0.9301 2.7673 -0.3611
H 0.4252 3.3069 -2.0003
H -0.9840 -2.6047 -0.2490
H -2.2342 -2.0985 0.4742
O -1.9226 -2.4826 -0.3985
H -0.0599 0.4868 -3.3298
H -0.7750 -0.8444 -3.6047
O -0.0187 -0.3298 -3.8889
H 0.9007 -3.5322 -0.6777
H 1.4467 -2.1944 -0.1062
O 0.6978 -2.8267 0.0239
H 1.2774 -1.1610 -3.4296
H 2.7152 -1.5928 -3.7327
O 2.0693 -1.6753 -3.0687
H -2.0622 -2.0034 -2.0277
H -2.9217 -1.2504 -3.0515
O -2.1135 -1.7373 -2.9610
H 2.5943 -1.3437 -1.5208
H 2.8849 -0.2868 -0.3853
O 2.8001 -1.2586 -0.5144
H 2.7335 -1.4211 1.8129
H 1.6234 -1.7856 2.8164
O 2.3817 -1.1998 2.6766
H 0.3528 -2.9430 1.7244
H -0.6869 -2.2600 2.6396
O 0.1575 -2.7092 2.6545
H -3.3057 -2.0524 2.4732
H -2.8515 -0.6790 2.1249
O -2.5908 -1.5238 2.0317
H 3.9681 1.6165 -0.0385
H 2.7413 1.4448 0.8089
O 3.0618 1.3647 -0.0787
H 1.7000 -3.2942 -2.5987
H 0.4580 -4.1213 -2.7392
O 1.2491 -4.1043 -2.2663
H 2.3521 0.5104 2.6512
H 1.3514 1.7024 2.6756
O 2.2595 1.4605 2.4761
*
```

## Properties
Energy relative to the best compared isomer or geometry (same formula, charge and spin)   125.5 kJ/mol
E_tot   -33986.4363 eV

# 4
Below is 3 unconnected molecules or ions with the total composition C14H34Cl2N2, with properties calculated with ωB97M-V with the def2-TZVPD basis set.

```
! RIJCOSX wB97M-V def2-TZVPD def2/J DEFGRID3
* xyz 0 1
Cl 3.2427 -3.5607 -2.7849
C 2.1687 -2.2530 -2.5073
C 2.9229 -0.9101 -2.1425
Cl 3.7675 -1.2970 -0.6284
H 1.5029 -2.3646 -1.6368
H 1.4039 -2.1594 -3.2827
H 2.1674 -0.2044 -1.8252
H 3.6861 -0.6381 -2.8448
C -0.7858 -1.3098 0.0936
C -1.5989 -0.8817 -1.0482
N -1.6356 -1.7130 -2.3392
C -1.7940 -3.1102 -2.1001
C -2.8332 -3.5377 -1.1991
C -2.4273 -1.1542 -3.3752
C -2.2089 -1.4884 -4.8202
H 0.3039 -1.3640 -0.0646
H -1.0693 -2.3483 0.4978
H -1.0077 -0.6237 0.7807
H -1.2532 0.1323 -1.4240
H -2.5416 -0.7642 -0.8404
H -0.8616 -3.3281 -1.7737
H -1.6181 -3.7609 -3.0596
H -3.2146 -2.9843 -0.4958
H -2.6073 -4.7091 -0.9710
H -3.7676 -3.6128 -1.7004
H -2.3134 -0.1952 -3.1351
H -3.4867 -1.3454 -2.9640
H -2.0473 -2.4476 -5.0987
H -1.3868 -1.0671 -5.2585
H -2.9967 -1.2033 -5.4472
C -1.3477 3.0889 3.9422
C -0.4041 2.5622 2.8035
N 1.0308 2.4436 3.0882
C 1.6202 1.3778 2.4715
C 1.3456 1.2541 1.1201
C 1.7116 3.7461 3.1821
C 3.0667 3.4705 4.0674
H -2.2682 2.7695 3.6162
H -1.2559 4.0281 4.0625
H -1.2598 2.4421 4.8009
H -0.6209 3.1192 1.9037
H -0.7525 1.5131 2.3802
H 1.1926 0.5799 2.9880
H 2.7618 1.3122 2.6843
H 0.4494 1.3527 0.4152
H 1.4793 0.2283 0.7502
H 2.1083 1.9491 0.6478
H 1.1800 4.6464 3.5814
H 2.0676 3.9736 2.1145
H 2.8586 2.7183 4.7318
H 3.4763 4.3784 4.6148
H 3.8501 3.2502 3.4292
*
```

## Properties
Energy relative to the best compared isomer or geometry (same formula, charge and spin)   0.0 kJ/mol
E_tot   -43087.2659 eV
Structure (SMILES)   CCN(CC)CC.CCN(CC)CC.ClCCCl

# 5
Below is a molecular structure, C20H30N12O4STi, with properties calculated with ωB97M-V with the def2-TZVPD basis set.

```
! RIJCOSX wB97M-V def2-TZVPD def2/J DEFGRID3
* xyz 0 3
Ti 0.2553 0.0353 0.0583
O -3.8089 -1.2968 0.7523
C -4.0014 -2.0627 -0.3497
C -5.1121 -2.9032 -0.3791
C -5.3456 -3.7124 -1.4753
C -4.4729 -3.6972 -2.5600
C -3.3675 -2.8685 -2.5290
C -3.1104 -2.0414 -1.4353
C -1.8919 -1.1998 -1.3872
O -1.7991 -0.3369 -0.4152
N -0.9486 -1.3648 -2.2650
N 0.1023 -0.4970 -1.9576
C 0.9680 -0.3693 -2.9015
C 2.1224 0.5051 -2.8119
C 3.1067 0.4091 -3.7992
C 4.2077 1.2436 -3.8234
C 4.3220 2.2214 -2.8402
C 3.3577 2.3468 -1.8583
C 2.2383 1.4957 -1.8011
O 1.3351 1.6460 -0.8557
H -2.9938 -0.7584 0.5412
H -5.7842 -2.8953 0.4697
H -6.2162 -4.3561 -1.4872
H -4.6592 -4.3261 -3.4202
H -2.6675 -2.8393 -3.3533
H 0.8222 -0.9450 -3.8145
H 2.9860 -0.3443 -4.5711
H 4.9561 1.1448 -4.5979
H 5.1691 2.8969 -2.8429
H 3.4488 3.1217 -1.1064
N -1.0227 2.2039 0.4286
N -1.6018 3.1336 1.2860
C -1.6066 3.0023 2.6261
N -2.1391 4.0774 3.2744
S -1.0250 1.6972 3.4782
H -0.3028 2.6353 -0.1487
H -1.7337 1.7892 -0.1685
H -1.9445 3.9922 0.8823
H -2.7332 4.7281 2.7870
H -2.3193 3.9395 4.2530
C 1.9755 -5.2420 0.8493
N 1.6632 -4.2040 -0.1252
C 2.6754 -4.0494 -1.1519
C 1.0410 -3.0427 0.3086
N 1.4036 -1.8554 0.0268
N -0.1198 -3.3046 1.0340
C -0.8631 -2.3932 1.7816
N -1.9227 -2.9660 2.4578
N -0.5531 -1.1602 1.8378
H 2.0304 -6.2074 0.3464
H 1.2092 -5.2914 1.6173
H 2.9378 -5.0509 1.3395
H 2.8902 -5.0306 -1.5731
H 3.6144 -3.6329 -0.7636
H 2.3007 -3.4062 -1.9471
H 2.3088 -1.8168 -0.4282
H -0.6014 -4.1406 0.7462
H -2.0927 -3.9392 2.2599
H -2.7656 -2.4092 2.3765
H -1.1172 -0.6382 2.5038
N 2.0981 2.6863 1.6166
C 2.1541 1.4891 2.2388
N 2.6481 1.4803 3.5210
O 1.8037 0.4356 1.6996
H 2.6435 3.4505 1.9728
H 1.8956 2.6110 0.6140
H 2.4951 2.3144 4.0645
H 2.4247 0.6290 4.0111
*
```

## Properties
Energy relative to the best compared isomer or geometry (same formula, charge and spin)   69.8 kJ/mol
E_tot   -81253.2567 eV
<S²>   2.02

# 6
Below is C6H10N2 in the gas phase, with properties calculated with ωB97M-V with the def2-TZVPD basis set.

```
! RIJCOSX wB97M-V def2-TZVPD def2/J DEFGRID3
* xyz 0 1
C -0.1446 -1.6408 0.0196
C 1.1921 0.2719 0.2243
C 1.6456 1.5459 -0.1822
C 0.2238 0.8918 -0.5848
C -1.7098 0.1860 0.9162
C -1.3739 -0.5924 -0.2069
H -0.1881 -2.3520 -0.7114
H -0.5077 -1.9965 1.0008
H 1.9549 -1.4760 -0.6719
H 0.7732 0.3467 1.1716
H 1.9876 1.8042 -1.3161
H 1.6943 2.4354 0.3525
H 0.3758 0.8561 -1.7385
H -2.8590 0.3254 1.0874
H -1.2402 0.1779 1.9993
H -2.0990 -0.9889 -0.9748
N 1.4111 -1.2325 0.1105
N -1.2527 0.7886 -0.2985
*
```

## Properties
Energy relative to the best compared isomer or geometry (same formula, charge and spin)   663.8 kJ/mol
E_tot   -9357.5574 eV
Structure (SMILES)   C1N[C@H]2C[C@@H]2N2C[C@H]12

# 7
Below is a molecular structure, C38H41BF6N15O2RbS, with properties calculated with ωB97M-V with the def2-TZVPD basis set.

```
! RIJCOSX wB97M-V def2-TZVPD def2/J DEFGRID3
* xyz -2 1
Rb 0.0887 -0.6578 0.1376
C -5.3427 0.8425 -0.1880
C -4.1404 0.2938 -0.6654
N -3.2326 0.2038 0.2937
N -3.8206 0.6740 1.4084
C -5.0821 1.0692 1.1471
B -3.1344 0.7318 2.7915
N -2.6739 -0.6687 3.2341
C -2.9373 -1.2780 4.4059
C -2.2833 -2.4921 4.4169
C -1.6313 -2.5314 3.1723
N -1.8779 -1.4352 2.4718
N -1.9722 1.7438 2.8132
C -1.8109 2.7755 3.6622
C -0.6296 3.4131 3.3444
C -0.1349 2.6758 2.2544
N -0.9511 1.6793 1.9453
H -6.2560 1.0309 -0.7270
H -3.8987 -0.0617 -1.6554
H -5.6980 1.4664 1.9370
H -3.9531 1.1189 3.5984
H -3.5658 -0.7975 5.1380
H -2.2723 -3.2299 5.2012
H -0.9830 -3.2898 2.7602
H -2.5463 2.9716 4.4253
H -0.1959 4.2767 3.8201
H 0.7633 2.8311 1.6762
N 3.5809 3.2226 0.3747
C 4.5078 2.5464 0.2282
N 5.5824 1.8027 -0.0064
C 6.4963 2.2661 -1.0477
C 7.2556 1.0816 -1.6225
C 7.9883 0.3459 -0.5049
C 6.9925 -0.1130 0.5547
C 6.1883 1.0586 1.1017
H 7.2080 2.9895 -0.6178
H 5.9111 2.7830 -1.8076
H 7.9476 1.4324 -2.3920
H 6.5414 0.4053 -2.0984
H 8.7302 1.0175 -0.0543
H 8.5339 -0.5105 -0.9061
H 7.4993 -0.6099 1.3841
H 6.3051 -0.8346 0.1204
H 6.8436 1.7327 1.6748
H 5.3881 0.7155 1.7548
N 0.3657 2.2545 -1.0307
C 1.0558 3.0049 -1.5694
N 1.7950 3.8750 -2.2337
C 1.6058 5.3036 -2.0623
C 1.6056 5.9733 -3.4308
C 2.8846 5.6203 -4.1869
C 3.0391 4.1053 -4.3091
C 2.9946 3.4501 -2.9347
H 2.4262 5.7045 -1.4488
H 0.6756 5.4679 -1.5214
H 1.5015 7.0551 -3.3158
H 0.7397 5.6122 -3.9931
H 3.7456 6.0255 -3.6411
H 2.8879 6.0863 -5.1753
H 3.9802 3.8521 -4.8036
H 2.2274 3.6974 -4.9172
H 3.8760 3.7376 -2.3440
H 2.9783 2.3630 -3.0066
O 0.1603 -1.7760 -2.8359
N -0.3084 -1.8897 -3.9759
C 0.5854 -2.0481 -4.9784
C 1.9901 -2.0278 -4.7718
N 3.1353 -2.0202 -4.6304
C 0.0611 -2.1385 -6.2854
N -0.3638 -2.2107 -7.3583
C 3.1904 -4.1361 0.2523
C 2.7838 -3.1073 1.3337
O 1.6481 -2.4822 1.0710
C 3.9305 -2.0708 1.4434
F 4.1016 -1.4433 0.2587
F 5.1563 -2.5903 1.7655
F 3.7027 -1.0988 2.3468
C 2.6825 -3.8739 2.6877
F 3.7991 -4.5976 3.0184
F 2.4426 -3.0718 3.7378
F 1.6777 -4.7678 2.6430
H 3.2238 -3.6157 -0.7029
H 2.3986 -4.8813 0.2018
H 4.1466 -4.6316 0.4388
S -4.2299 0.4333 -6.3574
C -2.7673 0.7873 -5.4114
C -1.5248 0.7502 -6.0213
C -0.4100 1.0467 -5.2448
N -0.4642 1.3417 -3.9518
C -1.6642 1.3468 -3.3711
C -2.8410 1.1034 -4.0634
C -4.6450 -1.1854 -5.7754
C -5.9593 -1.6160 -5.9379
C -6.2884 -2.9028 -5.5520
N -5.4301 -3.7609 -5.0102
C -4.1837 -3.3225 -4.8379
C -3.7337 -2.0635 -5.2042
H -1.4192 0.4690 -7.0599
H 0.5798 1.0137 -5.6900
H -1.7015 1.5540 -2.3076
H -3.7934 1.1367 -3.5524
H -6.7141 -0.9591 -6.3517
H -7.3084 -3.2550 -5.6769
H -3.4873 -4.0162 -4.3808
H -2.7036 -1.7909 -5.0204
*
```

## Properties
Energy relative to the best compared isomer or geometry (same formula, charge and spin)   0.0 kJ/mol
E_tot   -94992.9663 eV

# 8
Below is C5H10O in the gas phase, with properties calculated with ωB97M-V with the def2-TZVPD basis set.

```
! RIJCOSX wB97M-V def2-TZVPD def2/J DEFGRID3
* xyz 0 1
C 0.2172 -2.0991 -1.6343
C 0.9665 -1.2137 -0.5141
C -0.8668 1.8233 1.0920
O -0.3560 2.2696 2.4140
C -0.2470 0.4980 0.8315
C 0.2323 0.1005 -0.3196
H 0.0443 -3.2265 -1.3555
H 0.8459 -1.9760 -2.4810
H -0.7039 -1.6412 -1.8850
H 2.1179 -0.8943 -0.8195
H 1.0465 -1.7275 0.3545
H -2.0379 1.6823 1.2159
H -0.6013 2.6170 0.2744
H -0.3927 3.2474 2.4544
H -0.3511 -0.2295 1.7223
H 0.0862 0.7698 -1.3500
*
```

## Properties
Energy relative to the best compared isomer or geometry (same formula, charge and spin)   240.5 kJ/mol
E_tot   -7392.2725 eV
Structure (SMILES)   CC/C=C/CO